{
  "formula": "C16H11BrCl2N3O5SSe4Tl",
  "method": "ωB97M-V/def2-TZVPD",
  "elements": ["Tl", "Se", "Se", "Se", "Se", "Br", "C", "C", "C", "C", "C", "C", "N", "N", "C", "C", "C", "C", "O", "C", "N", "C", "C", "C", "C", "H", "H", "H", "H", "H", "H", "H", "H", "H", "O", "S", "O", "O", "O", "Cl", "C", "Cl", "H", "H"],
  "xyz": [[0.535, 3.110, 2.406], [2.372, 4.415, 7.187], [0.672, 4.705, 5.769], [1.256, 6.947, 5.503], [-0.704, 8.028, 4.893], [1.806, -4.876, -8.546], [1.201, -3.932, -7.126], [0.625, -2.680, -7.376], [0.057, -1.961, -6.394], [0.057, -2.470, -5.041], [0.789, -3.653, -4.764], [1.383, -4.387, -5.805], [-0.304, -1.621, -4.065], [-0.034, -1.796, -2.823], [-0.392, -0.746, -2.082], [-1.138, 0.347, -2.490], [-1.176, 1.545, -1.776], [-0.592, 1.705, -0.538], [-0.479, 2.840, 0.082], [-0.038, 0.507, 0.030], [0.378, 0.458, 1.346], [0.972, -0.537, 1.901], [1.302, -1.724, 1.217], [0.846, -1.807, -0.160], [0.109, -0.747, -0.729], [0.685, -2.402, -8.426], [-0.426, -0.986, -6.524], [0.905, -3.814, -3.707], [2.037, -5.258, -5.636], [-1.722, 0.246, -3.414], [-1.777, 2.413, -2.144], [1.273, -0.476, 2.904], [1.944, -2.513, 1.583], [0.960, -2.774, -0.686], [-1.616, 7.107, 3.585], [-1.084, 5.843, 2.653], [-1.958, 5.959, 1.483], [0.322, 6.081, 2.329], [-1.352, 4.719, 3.532], [-1.399, -2.077, 7.013], [-1.533, -3.138, 8.549], [-1.353, -4.855, 8.134], [-2.547, -2.889, 8.822], [-0.863, -2.853, 9.332]],
  "atomic_forces_ev_per_a": [[0.1973, 0.3333, 0.2599], [1.3334, -0.5326, 1.1421], [-1.0130, -0.1104, -0.3486], [-0.0994, 0.3618, -0.5939], [-0.2670, -0.2382, 0.0620], [0.8845, -1.2780, -1.5881], [-0.3015, 1.1182, 2.6935], [0.5111, -1.4331, -1.5907], [-1.2903, 0.5523, 2.5835], [2.4322, -1.4173, -1.3734], [-0.2196, 0.4657, -1.1133], [-0.2439, 0.2239, -0.1846], [-1.4123, 2.0325, 0.8861], [0.0097, -1.0801, -2.4015], [0.2832, -0.1600, 2.0635], [-0.7288, 1.4692, -0.3102], [-1.9400, -0.0509, -2.2936], [1.4027, 2.6695, 2.6210], [-0.5560, -2.1714, -1.2638], [1.5118, -4.2292, 1.5774], [-1.3350, 2.3793, -1.5285], [0.7581, -2.0427, -1.2046], [-1.1118, 0.5084, -3.6822], [0.3398, -0.5124, 2.7609], [0.1143, 2.0211, 0.3956], [-0.3701, 0.5000, 0.2633], [0.3445, -0.3795, -0.1538], [0.2659, -0.6371, 0.1275], [-0.6164, 0.4091, 0.0648], [0.5190, 0.2182, 0.3191], [0.6442, -0.8929, 0.2221], [0.2085, 0.4887, 1.4775], [-0.2234, 0.0054, 0.4105], [0.0759, 0.9362, 0.0927], [0.6037, -0.0518, -0.6033], [-1.0958, 2.3361, -1.2936], [0.5838, -0.3741, 1.2679], [-0.4519, -0.5522, 0.5374], [0.2480, -0.8867, -0.2892], [0.3891, -0.8726, 1.4241], [-0.8633, 0.7263, -1.9576], [-0.0501, 0.4819, 0.2888], [-0.1771, -0.5330, 0.2886], [0.7058, 0.1991, -0.0551]],
  "max_force_ev_per_a": 4.8,
  "lumo_ev": 2.79,
  "homo_ev": -0.94,
  "molar_mass_g_mol": 1028.380,
  "orbital_gap_ev": 3.727,
  "total_charge": -2,
  "e_above_lowest_ev": 0.000
}

***

{
  "formula": "C4H15NO3",
  "method": "ωB97M-V/def2-TZVPD",
  "elements": ["C", "N", "C", "C", "C", "O", "H", "H", "H", "H", "H", "H", "H", "H", "H", "H", "H", "O", "H", "H", "O", "H", "H"],
  "xyz": [[1.313, -0.811, 0.870], [0.161, 0.010, 1.167], [-0.836, -0.120, 0.031], [-1.590, 1.307, -0.137], [-1.870, -1.145, 0.016], [-1.492, -2.489, 0.365], [1.884, -0.552, -0.128], [1.018, -1.849, 0.627], [2.026, -0.717, 1.710], [-0.379, -0.316, 2.003], [-0.186, -0.235, -0.847], [-0.919, 2.149, -0.238], [-2.267, 1.527, 0.748], [-2.069, 1.277, -1.139], [-2.695, -0.907, 0.654], [-2.240, -1.318, -0.968], [-0.944, -2.602, 1.139], [1.561, 2.407, 0.402], [0.939, 1.693, 0.241], [1.998, 2.166, 1.179], [2.515, 0.309, -2.611], [2.181, -0.546, -2.970], [1.892, 0.761, -2.114]],
  "atomic_forces_ev_per_a": [[1.3898, -0.7930, -1.1811], [-2.5593, -0.7154, -0.5476], [1.5259, 4.1155, -0.2494], [0.0158, -1.3796, -0.0361], [-0.3076, -2.5768, 1.2371], [0.1740, -0.4062, -0.6352], [-1.1793, 0.3210, 2.0129], [0.4159, 0.0341, 0.6377], [-0.2054, -0.4343, -0.5185], [1.2235, 0.3463, -0.6134], [-0.2191, -0.0032, -0.0357], [0.4994, 0.0049, 0.3045], [0.5401, -0.4422, -1.3220], [-0.5201, 0.0061, 0.8651], [-0.6756, 0.5715, 0.4688], [-0.4058, 0.4773, -0.8429], [0.0792, 0.5387, 0.3627], [-0.7257, 0.9987, -2.2787], [-0.0933, -0.0952, 0.4816], [1.0036, -0.6171, 1.8840], [2.1271, -2.2682, -2.0287], [-0.0077, 1.2992, 0.6998], [-2.0956, 1.0180, 1.3348]],
  "max_force_ev_per_a": 4.4,
  "lumo_ev": 0.58,
  "homo_ev": -9.59,
  "molar_mass_g_mol": 125.168,
  "smiles": "CN[C@H](C)CO.O.O",
  "orbital_gap_ev": 10.169,
  "total_charge": 0,
  "e_above_lowest_ev": 1.924
}

***

{
  "formula": "C3H5DyO4",
  "method": "ωB97M-V/def2-TZVPD",
  "elements": ["C", "O", "C", "O", "Dy", "H", "H", "H", "H", "H", "O", "C", "O"],
  "xyz": [[-3.540, -1.195, 1.450], [-2.431, -0.550, 0.866], [-1.870, -1.197, -0.301], [-1.112, -0.258, -0.918], [-1.290, 1.778, 0.109], [-3.837, -0.618, 2.332], [-4.382, -1.238, 0.741], [-3.270, -2.216, 1.760], [-2.716, -1.532, -0.936], [-1.282, -2.070, 0.049], [1.258, 0.296, -2.817], [0.824, -0.804, -2.872], [0.708, -1.913, -3.212]],
  "atomic_forces_ev_per_a": [[-0.5312, -0.4319, 0.2951], [0.4637, 1.2321, -0.0682], [-0.2434, -0.5166, -0.1594], [0.2905, 2.1637, 0.6739], [-0.0907, -2.9439, -0.9045], [0.0629, -0.1867, -0.1947], [0.2178, -0.0273, 0.1979], [-0.1142, 0.2920, -0.0639], [0.2895, 0.0061, 0.2320], [-0.2108, 0.2940, -0.1701], [-1.6059, -1.0518, 0.9905], [2.5290, 0.4840, -2.0422], [-1.0573, 0.6861, 1.2137]],
  "max_force_ev_per_a": 3.3,
  "lumo_ev": [-4.05, -5.70],
  "homo_ev": [-13.41, -13.44],
  "molar_mass_g_mol": 267.569,
  "spin_multiplicity": 7,
  "orbital_gap_ev": [9.359, 7.735],
  "total_charge": 1,
  "e_above_lowest_ev": 0.422
}

***

{
  "formula": "C4H6ClF",
  "method": "ωB97M-V/def2-TZVPD",
  "elements": ["C", "C", "C", "F", "C", "Cl", "H", "H", "H", "H", "H", "H"],
  "xyz": [[0.882, -0.421, -1.199], [0.186, -0.054, -0.134], [-0.451, 1.375, -0.049], [-0.364, 1.909, 1.225], [-0.157, -1.014, 0.958], [-1.866, -1.263, 1.344], [0.987, 0.257, -2.081], [1.169, -1.472, -1.368], [-1.420, 1.343, -0.407], [0.249, 1.900, -0.699], [0.465, -0.611, 1.716], [0.319, -1.949, 0.695]],
  "atomic_forces_ev_per_a": [[-0.2971, -0.0618, -1.2893], [-2.0649, 0.8665, -0.2868], [3.9411, -1.6938, 0.0010], [-0.2576, -0.1696, -0.1041], [1.3854, -0.1073, -1.0368], [0.3392, 0.3140, -0.0059], [0.3304, -0.4484, 1.0131], [-0.0525, 0.6506, 0.2151], [-2.1145, 0.2270, -0.4298], [-0.5591, 0.7989, -0.0558], [-0.3025, 0.1152, 1.9271], [-0.3478, -0.4914, 0.0521]],
  "max_force_ev_per_a": 4.3,
  "lumo_ev": 0.92,
  "homo_ev": -10.24,
  "molar_mass_g_mol": 108.543,
  "smiles": "C=C(CF)CCl",
  "orbital_gap_ev": 11.157,
  "total_charge": 0,
  "e_above_lowest_ev": 0.753
}

***

{
  "formula": "C4H8OS2",
  "method": "ωB97M-V/def2-TZVPD",
  "elements": ["C", "C", "O", "C", "S", "S", "C", "H", "H", "H", "H", "H", "H", "H", "H"],
  "xyz": [[2.898, 0.215, -0.027], [1.414, -0.305, 0.010], [0.515, 0.828, -0.176], [-0.676, 0.623, -0.069], [-1.560, 1.925, -0.104], [-1.472, -1.008, -0.202], [-3.154, -0.351, 0.073], [3.567, -0.628, -0.592], [3.126, 0.537, 1.081], [3.001, 1.213, -0.771], [1.425, -1.231, -0.721], [1.207, -0.755, 1.020], [-3.628, -1.393, 0.281], [-3.004, 0.230, 1.034], [-3.658, 0.100, -0.837]],
  "atomic_forces_ev_per_a": [[0.2850, 1.2224, -1.2772], [2.2240, -1.7276, -0.0367], [8.0612, -2.0427, -0.4779], [-5.9238, -1.8312, -0.7511], [-2.3000, 3.1373, 0.3163], [0.4444, 1.2306, 0.1028], [-0.3390, -2.6176, 0.5757], [-1.3047, 2.1170, 2.0989], [0.4029, -0.7590, -2.4702], [-0.4530, -2.7086, 2.1549], [-1.1540, 2.2486, 0.7790], [0.0602, 0.5403, -0.9055], [0.1341, 1.8531, -0.0996], [-1.0702, -0.4654, -1.4771], [0.9328, -0.1973, 1.4678]],
  "max_force_ev_per_a": 8.3,
  "lumo_ev": 0.56,
  "homo_ev": -8.27,
  "molar_mass_g_mol": 136.241,
  "smiles": "CCOC(=S)SC",
  "orbital_gap_ev": 8.825,
  "total_charge": 0,
  "e_above_lowest_ev": 2.963
}

***

{
  "formula": "C25H43Cl3N4O6PS",
  "method": "ωB97M-V/def2-TZVPD",
  "elements": ["C", "C", "C", "C", "C", "C", "N", "C", "C", "O", "C", "C", "O", "N", "C", "N", "S", "C", "C", "C", "C", "O", "O", "C", "C", "N", "C", "C", "C", "C", "C", "C", "O", "C", "P", "O", "H", "H", "H", "H", "H", "H", "H", "H", "H", "H", "H", "H", "H", "H", "H", "H", "H", "H", "H", "H", "H", "H", "H", "H", "H", "H", "H", "H", "H", "H", "H", "H", "H", "H", "H", "H", "H", "H", "H", "H", "H", "H", "C", "Cl", "Cl", "Cl", "H"],
  "xyz": [[2.230, -5.416, -1.352], [2.319, -4.122, -1.949], [2.328, -2.542, -2.497], [0.786, -1.990, -2.230], [0.548, -0.432, -2.686], [-0.624, 0.226, -1.688], [-1.632, -0.885, -1.666], [-2.309, -1.096, -0.340], [-3.957, -0.906, -0.122], [-1.665, -1.521, 0.783], [-2.559, -0.913, -2.847], [-2.449, -2.250, -3.847], [-3.496, -0.024, -3.178], [0.215, 0.547, -0.461], [0.969, 1.854, -0.555], [2.032, 2.371, 0.141], [2.643, 4.000, -0.219], [2.686, 1.567, 1.243], [2.347, 2.331, 2.660], [1.379, 1.337, 3.566], [2.233, -0.042, 3.963], [3.264, 0.126, 4.796], [1.819, -1.315, 3.336], [2.990, -1.998, 2.709], [3.462, -3.347, 3.560], [0.191, 2.573, -1.658], [-1.031, 1.750, -2.117], [-2.337, 2.489, -1.462], [-2.057, 3.320, -0.079], [-3.384, 3.973, 0.627], [-4.604, 2.921, 0.930], [-4.400, 1.981, 2.258], [-3.129, 2.175, 2.973], [-2.461, 0.903, 3.287], [-1.143, 2.254, -3.954], [0.158, 1.951, -4.812], [2.044, -6.440, -0.768], [2.658, -2.503, -3.619], [3.042, -1.969, -1.756], [0.586, -2.188, -1.070], [0.079, -2.769, -2.789], [1.515, 0.222, -2.749], [0.086, -0.472, -3.779], [-4.582, -1.457, -0.943], [-4.290, 0.215, -0.099], [-4.269, -1.393, 0.918], [-3.526, -2.370, -4.329], [-2.158, -3.177, -3.178], [-1.625, -2.032, -4.672], [0.696, -0.274, -0.033], [1.950, 4.900, 0.653], [3.847, 1.572, 1.086], [2.329, 0.453, 1.216], [1.724, 3.326, 2.471], [3.324, 2.649, 3.225], [0.984, 1.914, 4.506], [0.463, 1.065, 2.884], [2.717, -2.367, 1.609], [3.890, -1.252, 2.575], [4.254, -3.086, 4.382], [3.965, -4.105, 2.806], [2.500, -3.869, 4.024], [0.779, 2.941, -2.451], [-3.157, 1.686, -1.238], [-2.826, 3.262, -2.224], [-1.276, 4.214, -0.203], [-1.540, 2.586, 0.709], [-3.039, 4.432, 1.666], [-3.750, 4.905, -0.015], [-5.570, 3.589, 1.145], [-4.877, 2.314, -0.056], [-5.261, 2.257, 3.037], [-4.600, 0.860, 1.959], [-1.663, 0.710, 2.442], [-1.967, 0.993, 4.369], [-3.162, -0.032, 3.332], [-1.286, 3.717, -3.967], [-2.287, 1.745, -4.666], [6.351, -5.324, -0.817], [5.869, -6.874, -0.106], [5.542, -3.982, 0.011], [8.110, -5.128, -0.747], [6.045, -5.316, -1.866]],
  "atomic_forces_ev_per_a": [[0.2186, 9.2287, -3.8161], [-0.7818, -8.3406, 4.1884], [-0.6243, -1.4114, 1.4300], [0.6144, -1.1736, 0.3052], [-1.1548, -0.6705, -1.3905], [3.4683, 0.6986, -2.3641], [-2.0775, 1.6451, 2.6134], [0.5830, -2.0534, 5.9515], [-0.0167, -0.6762, 0.0411], [-2.9629, 2.9942, -7.6710], [-4.5654, 1.9827, -3.4905], [-0.2200, 0.8295, 1.0394], [6.0415, -4.6362, 2.7453], [2.0577, 2.2049, 1.3117], [-3.9001, -1.2921, -3.3385], [-2.1720, -1.3443, -0.9655], [-0.6745, -0.0433, 0.4785], [0.9593, 0.3403, 1.2381], [-0.5801, -0.3620, 0.5425], [0.0363, -0.4072, -0.7210], [3.7436, 1.1714, 3.4128], [-6.2548, -1.6857, -5.5277], [2.4536, 3.2119, 0.4722], [1.4888, -1.5386, -0.4377], [-0.2537, 0.1736, -0.4789], [2.1820, -1.9152, 1.7093], [-0.1036, 1.4163, 0.8614], [-1.0848, 0.1710, 0.9053], [0.7518, 0.0781, 1.0100], [0.2242, 0.2595, 0.3370], [-0.6411, 1.1970, -0.2250], [-1.5222, -0.0996, 0.2903], [-0.9231, -2.0144, -0.7481], [0.7109, -0.3790, 0.3413], [3.9863, -0.3130, -3.5746], [-3.4101, 0.5600, 2.9251], [0.6254, 2.9006, -1.7799], [-0.5757, -0.0615, 2.3200], [-1.1391, -1.1464, -1.8063], [0.3631, 0.5772, -2.4490], [1.4289, 2.0611, 1.1823], [-1.8675, -1.2579, 0.2547], [1.1538, 0.2454, 2.1433], [1.3226, 1.1256, 1.3563], [0.9241, -2.0798, -0.2647], [1.1308, 1.0475, -2.3043], [2.5162, 0.2723, 0.9958], [-0.5514, 1.8636, -1.5385], [-1.7688, -0.5136, 1.7963], [-0.6572, 1.0362, -0.2564], [0.4248, -1.6274, -0.7812], [-2.2883, 0.0350, 0.0154], [0.4655, 2.2260, 0.0654], [1.3050, -2.2025, 0.2458], [-1.9248, -0.8824, -1.0769], [1.0099, -1.4045, -1.6711], [1.7215, 0.3670, 1.4236], [0.0092, 0.9164, 2.4203], [-1.7834, -1.4089, 0.5384], [-1.7562, -0.4135, -1.4924], [-1.0510, 1.5883, 1.4900], [2.1596, 1.2338, -0.9646], [-0.4041, -0.4818, 1.2289], [1.5955, 1.5055, -0.6014], [1.0831, -1.7289, 1.3636], [-1.7396, -2.0230, -0.1039], [-1.2109, 1.4115, -1.6096], [-0.6529, -1.0553, -2.2210], [0.5862, -2.1906, 1.2058], [2.1197, -1.4700, -0.5374], [0.6771, 1.0938, 2.1903], [1.8196, -0.5487, -1.7385], [0.7205, 2.1288, 0.6983], [-1.3695, 0.1509, 1.7745], [-0.9125, -0.0463, -2.5210], [1.0559, 1.8988, -0.1812], [-0.3405, -1.2588, 0.6404], [0.2343, 0.2511, 1.1165], [0.0963, -0.1498, -0.1365], [0.0213, 0.2294, -0.1227], [0.0478, -0.0195, -0.0454], [-0.2812, -0.0110, -0.0441], [0.0601, 0.0096, 0.3816]],
  "max_force_ev_per_a": 10.0,
  "lumo_ev": -3.52,
  "homo_ev": -11.53,
  "molar_mass_g_mol": 665.041,
  "orbital_gap_ev": 8.010,
  "total_charge": 1
}